Record 1
# C10H8IN2PdS

C10H8IN2PdS as an isolated structure in a non-equilibrium geometry (ωB97M-V with the def2-TZVPD basis set, OMol25).

XYZ file:
```
23
Properties=species:S:1:pos:R:3:forces:R:3
Pd -0.378143 0.695611 0.099041 1.312 1.643 -0.802
N 1.953816 -0.073837 0.078253 -0.120 0.055 0.454
C 2.375199 -0.054514 1.441291 0.526 -0.054 -0.284
C 3.702961 -0.014712 1.795776 -0.370 0.036 -0.199
C 4.086410 0.017122 3.145171 -0.064 -0.020 0.411
C 3.145496 -0.001051 4.138714 0.281 0.043 -0.027
C 1.773321 -0.028970 3.815672 0.000 -0.018 -0.442
C 0.753017 -0.027888 4.785153 -0.394 -0.002 -0.033
C -0.557807 -0.036777 4.385072 0.292 -0.011 0.529
C -0.854645 -0.033477 3.020623 0.219 -0.080 -0.501
N 0.074808 -0.025284 2.085378 -0.327 -0.466 0.806
C 1.383288 -0.042893 2.450706 -0.022 -0.014 0.537
H 2.703038 0.188582 -0.544645 -0.008 0.073 -0.110
H 1.600113 -0.981953 -0.197913 -0.060 -0.096 -0.052
H 4.462711 -0.011207 1.023938 -0.014 -0.034 -0.027
H 5.137386 0.031853 3.401127 0.005 0.044 -0.029
H 3.439977 0.022356 5.180632 0.001 -0.031 -0.009
H 1.014940 -0.021938 5.835952 0.010 0.006 -0.002
H -1.362648 -0.041222 5.106672 -0.005 -0.005 -0.011
H -1.878140 -0.043883 2.668310 -0.042 0.018 -0.026
I -2.220314 -0.740806 -0.970329 -0.657 -0.303 -0.176
S -0.259884 4.128819 0.070203 0.248 -0.482 -0.220
C -0.073202 2.635768 -0.261198 -0.812 -0.303 0.216
```
Positions in Å, forces in eV/Å.

* multiplicity: 2
* LUMO energy (alpha / beta): -0.622 / -0.912 eV
* total energy: -35895.02040 eV

---

Record 2
# C18H57O15P

A 11-piece molecular cluster, C18H57O15P overall in a non-equilibrium geometry (ωB97M-V with the def2-TZVPD basis set, OMol25).

XYZ file:
```
91
Properties=species:S:1:pos:R:3:forces:R:3
C 0.279387 3.279247 -1.197011 -0.198 -0.950 0.074
C -0.781844 2.106739 -0.807321 -0.798 2.820 0.335
O -0.843843 1.045570 -1.804346 2.098 -2.490 1.455
P 0.442649 -0.057805 -1.662015 4.119 1.645 -0.686
O 1.831361 0.605047 -1.863109 -3.665 -1.237 0.507
C 0.224564 -1.256437 -3.136964 -1.456 0.619 0.258
C 0.518248 -0.492495 -4.526487 -0.162 -0.811 0.343
C 2.016066 -0.630523 -5.040858 1.307 -0.194 -3.613
O 2.200654 -0.785304 -6.278581 -0.907 0.540 4.020
O 3.172267 -0.565995 -4.225576 -1.976 0.739 -0.546
C 3.952828 0.626426 -4.547174 0.266 1.278 -0.458
O 0.518956 -0.856379 -0.161822 -0.906 0.703 -2.652
C 1.575657 -1.859247 -0.131491 1.167 -1.506 1.245
C 3.000978 -1.328897 0.366950 0.287 -0.817 -0.304
H -0.236808 4.269760 -1.408508 0.538 -1.353 0.368
H 0.970214 3.385114 -0.299467 -0.566 0.019 -1.461
H 0.826414 2.962674 -2.154894 -0.605 0.547 1.707
H -0.656072 1.745685 0.265900 0.031 0.088 -1.606
H -1.808832 2.629133 -0.836941 1.391 -1.243 0.017
H -0.889336 -1.554072 -3.113302 1.720 0.205 -0.221
H 0.872369 -2.183678 -3.050643 -0.829 1.299 0.122
H -0.138902 -1.012652 -5.315483 1.290 0.823 1.046
H 0.173340 0.601155 -4.514198 0.838 -1.481 0.172
H 4.802275 0.415102 -5.277098 -1.297 0.000 0.813
H 3.235283 1.396484 -5.013100 1.346 -1.046 0.666
H 4.422974 1.096845 -3.616168 -1.013 -1.046 -1.042
H 1.236558 -2.666684 0.639386 0.429 1.694 -1.532
H 1.741478 -2.414453 -1.110244 -0.559 1.036 0.960
H 3.198457 -0.228384 0.173434 -0.540 -1.415 0.311
H 3.151287 -1.649288 1.454584 -0.221 0.797 -1.451
H 3.791869 -1.918980 -0.230728 -1.142 0.939 0.919
C -2.386201 0.952356 3.318249 -0.004 -0.319 -0.114
O -2.789749 1.225349 1.984950 -0.101 0.077 -0.114
H -2.102119 1.887116 3.802488 -0.033 -0.030 -0.132
H -3.213915 0.497188 3.868686 0.131 -0.006 0.222
H -1.528562 0.275711 3.307246 0.004 0.033 0.257
H -3.033136 0.382116 1.583439 0.013 0.249 -0.048
C 2.647798 -4.248638 3.281977 0.047 -0.260 -0.090
O 2.229737 -3.953297 1.950493 -0.057 -0.167 -0.080
H 2.942056 -3.320549 3.770737 -0.091 -0.078 -0.104
H 1.822585 -4.702543 3.834263 0.187 0.024 0.187
H 3.500294 -4.930868 3.257463 -0.055 -0.010 0.211
H 1.976476 -4.790468 1.542603 0.060 0.193 0.041
C 1.093438 3.652308 -5.296751 -0.217 0.210 -0.071
O 0.344429 4.420511 -4.367420 -0.142 0.113 0.036
H 1.742372 2.970444 -4.745853 -0.107 0.120 0.078
H 0.415258 3.073798 -5.930068 0.178 -0.115 -0.125
H 1.705942 4.313813 -5.914684 0.111 -0.197 -0.108
H -0.220480 5.014678 -4.878311 0.090 -0.057 0.165
C 0.349002 -1.129371 5.184911 0.111 0.024 -0.191
O 1.673428 -1.459029 4.797177 0.232 -0.007 -0.129
H 0.242047 -1.291130 6.256657 0.044 -0.020 -0.145
H 0.152791 -0.078797 4.954982 -0.230 -0.003 0.130
H -0.358966 -1.768168 4.649786 -0.209 0.087 0.125
H 1.737437 -1.306160 3.845694 0.067 -0.045 0.186
C 4.433920 -3.531338 -8.049341 -0.172 0.305 0.074
O 4.262900 -2.353816 -8.821058 -0.071 0.180 -0.039
H 5.061731 -4.228492 -8.604896 -0.049 0.122 -0.023
H 4.919541 -3.282385 -7.102115 -0.002 -0.244 0.080
H 3.460372 -3.991746 -7.861265 0.102 -0.197 0.130
H 3.703789 -1.754852 -8.306024 0.127 -0.103 -0.122
C -2.117996 6.925629 -3.155829 -0.105 0.254 0.000
O -2.329763 7.314826 -4.506417 -0.002 0.032 -0.197
H -1.744136 5.901592 -3.139823 -0.033 0.092 -0.066
H -1.380798 7.587205 -2.693857 0.004 -0.148 0.198
H -3.061276 6.974445 -2.606003 0.109 -0.102 0.187
H -2.659355 8.221221 -4.494150 0.075 -0.202 -0.105
C 3.610718 -5.434634 6.700095 -0.075 -0.230 0.072
O 3.234522 -6.263773 5.609178 -0.057 -0.179 -0.073
H 3.931591 -4.467810 6.312122 -0.065 -0.118 -0.052
H 2.756511 -5.290702 7.366580 0.120 0.162 0.118
H 4.436626 -5.896229 7.247372 0.022 0.186 0.127
H 2.955471 -7.110522 5.977796 0.056 0.152 -0.157
C -0.458529 0.215808 8.724833 -0.220 -0.066 0.150
O -1.373014 -0.572302 7.975221 -0.147 -0.091 -0.046
H 0.380354 0.486124 8.083218 -0.117 -0.074 -0.013
H -0.954105 1.125317 9.073592 0.203 0.079 0.074
H -0.089589 -0.358167 9.578648 0.151 0.168 0.047
H -2.103591 -0.797860 8.563535 0.116 0.000 -0.199
C -6.150829 2.599559 1.829647 0.397 -0.130 0.109
O -4.988497 3.405192 1.953929 -0.021 0.306 0.142
H -6.888968 3.135383 1.231992 0.113 0.035 0.053
H -5.896801 1.660309 1.333599 -0.266 -0.048 0.027
H -6.566072 2.397381 2.820985 -0.228 -0.119 -0.086
H -4.354185 2.907973 2.484772 0.017 0.020 -0.362
C -7.923522 -0.915081 -0.074923 0.129 -0.214 0.082
O -6.811695 -0.595604 0.749775 0.165 -0.048 0.109
H -8.397677 0.011173 -0.399177 0.123 -0.038 0.085
H -7.585191 -1.473652 -0.951329 -0.214 0.014 -0.091
H -8.644261 -1.510748 0.491030 -0.148 0.014 -0.173
H -6.410655 -1.429503 1.022842 -0.053 0.211 -0.016
```
Positions in Å, forces in eV/Å.

* multiplicity: 1
* LUMO energy: 0.261 eV
* structure (SMILES): CCOP(=O)(CCC(=O)OC)OCC.CO.CO.CO.CO.CO.CO.CO.CO.CO.CO
* total energy: -59585.73364 eV

---

Record 3
# C3H7NO3S

One molecule with the formula C3H7NO3S in a non-equilibrium geometry (ωB97M-V with the def2-TZVPD basis set, OMol25).

XYZ file:
```
15
Properties=species:S:1:pos:R:3:forces:R:3
C -0.855543 0.864026 -0.874025 -1.615 -0.927 -0.741
C -0.969106 0.699332 0.691274 0.323 1.355 -1.076
C 1.237154 0.026437 0.643316 -3.576 -0.523 1.875
N 0.152449 0.042048 -1.564041 -0.524 0.883 1.311
O -0.495815 -1.966972 1.233489 -0.590 0.046 0.042
O 1.376024 -2.540826 -0.276741 -0.390 0.987 0.933
O 0.384621 0.885060 1.191885 1.200 -1.109 -1.251
S 0.911646 -1.806567 0.919264 1.925 -0.967 -0.575
H -1.874940 0.527146 -1.331263 1.561 1.076 0.922
H -0.598264 1.906839 -1.070053 -0.538 -0.022 -0.215
H -1.404215 1.699425 1.020595 -0.444 -2.049 0.179
H -1.281118 -0.355679 0.956623 -0.416 1.674 0.122
H 2.196475 0.332338 0.848984 2.637 0.528 0.208
H 0.179827 -0.811126 -1.017196 0.114 -0.809 -1.100
H 1.040807 0.498518 -1.372111 0.334 -0.143 -0.635
```
Positions in Å, forces in eV/Å.

* energy above the lowest of the compared OMol25 structures with the same formula, charge and spin: 379.7 kJ/mol
* multiplicity: 1
* LUMO energy (alpha / beta): -1.366 / -1.365 eV
* structure (SMILES): NCCOC=S(=O)=O
* total energy: -21688.03837 eV